Molecular formula: C3H7NO2
Method: DFT, the ωB97M-V functional and the def2-TZVPD basis

ORCA input file:
```
! wB97M-V def2-TZVPD RIJCOSX def2/J DEFGRID3
* xyz 0 1
N 0.94 1.59 1.10
C 1.27 0.58 0.25
O 1.65 -0.49 0.88
C 0.47 -1.01 -0.35
C -0.79 -0.48 -1.04
O -1.85 -0.16 -0.16
H 0.84 2.53 0.75
H 1.18 1.47 2.08
H 0.16 -1.81 0.33
H 1.18 -1.36 -1.10
H -0.55 0.34 -1.71
H -1.14 -1.34 -1.64
H -1.78 0.77 0.06
*
```

Its lowest unoccupied orbital energy is 0.948 eV. The calculation puts the energy above the lowest of the compared OMol25 structures with the same formula, charge and spin at 490.4 kJ/mol. The total energy comes out at -8805.446 eV. The orbital gap comes out at 9.01 eV.

Löwdin population analysis, charges in e, atoms 1 to 4:
1 N 0.097
2 C -0.356
3 O -0.057
4 C -0.063